Record 1
C6H11NO2S | ωB97M-V/def2-TZVPD

Energy above the lowest of the compared OMol25 structures with the same formula, charge and spin (kJ/mol): 327.05
Multiplicity: 3
Orbital gap (spin up / spin down) (eV): 7.504 / 5.774

```
21
Properties=species:S:1:pos:R:3:forces:R:3
C -2.624 0.846 2.937 -6.5 3.4 7.9
C -1.940 0.598 1.840 6.4 -4.1 -7.0
C 0.183 -0.209 -0.336 0.8 -0.9 -1.8
C 1.034 -0.897 -2.682 -2.4 -0.3 2.2
C 2.008 0.996 -1.372 -3.3 2.7 2.7
C 1.366 -0.357 -1.243 0.9 -0.3 -1.5
N 0.404 -0.905 0.793 -2.9 -0.3 3.6
O -0.744 0.442 -0.769 -1.5 0.6 0.7
O -1.711 -2.094 2.069 0.5 -0.3 0.2
S -0.900 -0.914 1.907 0.4 2.3 -2.5
H -3.393 1.673 2.927 0.6 -1.3 -0.1
H -2.558 0.357 3.910 0.6 0.2 -0.4
H -1.807 1.123 0.923 0.3 0.6 -0.3
H -0.022 -0.658 -2.903 0.5 0.2 -0.2
H 1.069 -1.975 -2.631 0.2 -0.4 -0.2
H 1.662 -0.549 -3.444 1.0 0.7 -0.9
H 2.882 0.905 -1.891 2.4 0.3 -1.3
H 2.112 1.606 -0.360 0.3 -1.6 -1.8
H 1.231 1.630 -1.884 1.0 -0.4 -0.1
H 2.075 -1.071 -0.885 0.5 -0.3 0.9
H -0.326 -0.547 3.094 0.2 -0.5 -0.2
```
Forces are in eV/Å.

=====

Record 2
C6H11NS | ωB97M-V/def2-TZVPD

Energy above the lowest of the compared OMol25 structures with the same formula, charge and spin (kJ/mol): 258.85
Multiplicity: 1
SMILES: CN[C@H]1C[C@@H]2S[C@@H]2C1
Orbital gap (eV): 9.491

```
19
Properties=species:S:1:pos:R:3:forces:R:3
C -1.559 1.010 0.718 2.0 1.0 -1.1
N -1.706 -0.083 -0.243 3.0 -0.1 -0.7
C -0.389 -0.808 -0.559 -5.3 -3.4 4.7
C 0.318 -0.103 -1.464 4.4 3.6 -2.3
C 1.300 0.711 -0.568 0.0 0.1 -5.3
S 2.948 -0.047 -0.269 0.9 0.3 -0.7
C 1.439 0.137 0.641 0.1 -2.1 5.6
C 0.564 -1.085 0.681 0.1 -1.7 0.1
H -0.899 1.971 0.375 -1.7 -2.5 0.3
H -1.093 0.640 1.629 -0.2 0.4 0.5
H -2.565 1.292 0.816 -1.2 1.1 1.0
H -2.125 -0.858 0.189 -1.7 -0.6 1.2
H -0.784 -1.716 -1.017 0.1 -0.4 0.3
H 0.753 -0.877 -2.034 1.5 0.0 -1.4
H -0.262 0.575 -2.045 -0.5 0.3 -0.7
H 1.265 1.717 -0.743 0.4 2.6 -0.2
H 1.516 0.648 1.610 0.0 0.2 -0.6
H 0.043 -1.080 1.651 -0.1 -0.4 -0.4
H 1.236 -2.043 0.631 -1.6 1.6 -0.1
```
Forces are in eV/Å.

=====

Record 3
C6H11NS | ωB97M-V/def2-TZVPD

Energy above the lowest of the compared OMol25 structures with the same formula, charge and spin (kJ/mol): 19.91
Multiplicity: 1
SMILES: C[C@@H]1CCC(=S)CN1
Orbital gap (eV): 8.578

```
19
Properties=species:S:1:pos:R:3:forces:R:3
C 0.188 1.984 0.810 0.0 0.8 0.1
C -0.559 0.933 -0.011 -0.2 0.2 0.2
C -0.890 -0.296 0.855 -0.7 0.0 -0.4
C -0.885 -1.592 0.020 0.2 0.5 0.0
C 0.496 -1.811 -0.539 -0.1 -0.1 0.1
S 1.232 -3.253 -0.608 -0.1 0.3 0.0
C 1.158 -0.523 -0.972 0.4 -0.3 -0.7
N 0.161 0.507 -1.207 0.2 -0.1 -0.1
H -0.373 2.294 1.715 0.2 -0.2 -0.5
H 1.176 1.648 1.139 -0.1 -0.2 0.0
H 0.374 2.897 0.212 -0.2 -0.3 0.2
H -1.508 1.366 -0.379 0.3 -0.1 0.2
H -1.867 -0.125 1.344 0.4 -0.2 -0.2
H -0.161 -0.403 1.648 0.3 0.0 0.3
H -1.190 -2.441 0.609 -0.1 -0.3 0.1
H -1.567 -1.496 -0.830 0.0 0.0 0.0
H 1.739 -0.701 -1.900 -0.4 0.1 0.5
H 1.917 -0.289 -0.210 -0.1 0.1 0.1
H 0.560 1.298 -1.696 0.0 0.0 0.0
```
Forces are in eV/Å.

=====

Record 4
C6H11NSi | ωB97M-V/def2-TZVPD

Energy above the lowest of the compared OMol25 structures with the same formula, charge and spin (kJ/mol): 0.00
Multiplicity: 1
SMILES: C[Si]1(C)CC=CC=N1
Orbital gap (eV): 9.094

```
19
Properties=species:S:1:pos:R:3:forces:R:3
C -1.749 0.276 1.487 0.9 -0.4 0.3
Si -0.628 0.211 0.004 0.9 -1.0 -0.1
C -1.739 0.335 -1.464 -0.6 -0.8 -2.0
C 0.365 -1.434 0.105 1.7 0.5 1.4
C 1.885 -1.077 -0.258 -1.1 -0.7 -1.0
C 2.480 0.136 -0.150 1.4 -1.0 0.8
C 1.831 1.417 0.204 -1.5 -0.4 -1.1
N 0.557 1.523 0.013 0.8 0.7 1.3
H -2.418 1.115 1.283 -0.3 -0.3 0.6
H -2.224 -0.713 1.690 -0.1 0.9 -0.5
H -1.088 0.440 2.355 -0.5 0.4 -0.1
H -2.308 1.229 -1.339 -0.6 0.9 0.4
H -1.294 0.535 -2.489 -0.2 -0.8 1.2
H -2.554 -0.474 -1.536 1.5 0.9 0.1
H -0.075 -2.266 -0.459 0.5 0.3 -0.2
H 0.381 -1.848 1.202 0.0 0.9 -1.8
H 2.453 -1.874 -0.820 -0.4 0.8 1.1
H 3.598 0.178 -0.257 -1.2 -0.1 -0.3
H 2.529 2.292 0.429 -1.1 -0.9 -0.3
```
Forces are in eV/Å.